i:
This record from OMol25 describes a molecular structure, C6H10O3. The level of theory is ωB97M-V with the def2-TZVPD basis set.

Structure (XYZ):
```
19
Properties=species:S:1:pos:R:3:lowdin_charge:R:1
C -0.595 1.890 -0.117 -0.1039
C -0.074 0.771 0.767 -0.1690
C 0.151 -0.606 0.026 -0.2597
C -2.231 -1.328 0.120 -0.0698
C 1.394 -1.001 -0.569 -0.0089
C 2.568 -0.586 -0.077 -0.5140
H -1.691 1.583 -0.349 0.0976
H -0.215 2.193 -1.095 0.0742
H -0.606 2.776 0.477 0.0626
H -0.999 0.657 1.346 0.0834
H 0.910 0.810 1.432 0.1660
H -3.169 -0.548 -0.564 0.1699
H -2.103 -1.354 1.380 0.1449
H -2.476 -2.489 -0.431 0.1453
H 1.549 -1.952 -1.034 0.1322
H 2.117 1.064 -1.020 0.1530
O -0.838 -1.294 -0.479 -0.1671
O 2.963 0.663 -0.555 0.0475
O 3.345 -1.249 0.742 0.0157
```

Output
2S+1: 1
LUMO energy: 0.3 eV
Total charge: 0
Gap between HOMO and LUMO: 8.91 eV

ii:
This record from OMol25 describes a single C6H10O3 molecule. The level of theory is ωB97M-V with the def2-TZVPD basis set.

Structure (XYZ):
```
19
Properties=species:S:1:pos:R:3:lowdin_charge:R:1
C -2.304 -0.698 0.372 -0.0730
C -1.110 -0.314 -0.548 -0.2037
C -0.595 1.209 -0.405 -0.0541
C 0.718 1.107 0.432 -0.3356
O 2.038 0.838 -0.188 -0.0884
C 2.464 -0.545 0.081 -0.0656
O 1.440 -1.676 -0.145 0.0023
C 0.370 -0.823 -0.191 -0.3361
O 0.453 -0.065 1.064 -0.0406
H -2.056 -0.496 1.462 0.0956
H -3.248 -0.203 0.071 0.0720
H -2.592 -1.776 0.359 0.0764
H -1.269 -0.544 -1.623 0.1375
H -1.351 1.817 0.088 0.1125
H -0.530 1.664 -1.436 0.1337
H 0.784 1.939 1.152 0.1648
H 3.318 -0.650 -0.656 0.1554
H 2.770 -0.609 1.123 0.1296
H 0.702 -0.174 -1.011 0.1175
```

Output
2S+1: 1
Structure (SMILES): C[C@H]1C[C@@H]2OCO[C@@H]1O2
LUMO energy: 1.0 eV
Total charge: 0
Gap between HOMO and LUMO: 10.35 eV

According to the calculations, the structures order from most to least stable as ii, i.